Entry 1:
One molecule with the formula C8H8O, computed with ωB97M-V with the def2-TZVPD basis set.

Values from the calculation:
Max |F|: 5.91 eV/A
ΔE to the lowest compared entry with this formula, charge and spin: 0.000 eV
Lowest unoccupied orbital energy (alpha / beta): 0.893 / -2.907 eV
Multiplicity: 3
Expectation value of S²: 2.03

Last column: natural (NBO) charge in e.
Atoms and positions in Å:
C1 -1.372 -0.801 -1.502  -0.221
C2 -0.491 -1.849 -1.741  -0.236
C3 -1.074 0.332 -0.772  -0.156
C4 0.710 -1.843 -1.061  -0.149
C5 0.138 0.352 -0.042  -0.125
C6 0.953 -0.730 -0.227  -0.218
C7 0.373 1.632 0.759  0.589
C8 0.442 1.427 2.253  -0.729
O1 0.442 2.647 0.172  -0.509
H1 -2.222 -0.799 -2.134  0.208
H2 -0.964 -2.504 -2.383  0.216
H3 -1.514 1.324 -0.668  0.210
H4 1.471 -2.601 -1.071  0.203
H5 -0.514 1.703 2.654  0.244
H6 1.079 2.145 2.637  0.232
H7 0.718 0.414 2.699  0.234
H8 1.826 -0.846 0.426  0.205

Entry 2:
A 2-piece molecular cluster, C8H8O4 overall, computed with ωB97M-V with the def2-TZVPD basis set.

Values from the calculation:
Max |F|: 1.91 eV/A
ΔE to the lowest compared entry with this formula, charge and spin: 4.129 eV
Lowest unoccupied orbital energy: -1.290 eV

Last column: natural (NBO) charge in e.
Atoms and positions in Å:
C1 -0.007 2.099 -2.116  0.310
C2 0.858 0.981 -2.722  0.347
C3 1.454 -0.059 -1.761  0.318
C4 -1.365 -2.854 4.857  -0.305
C5 -1.689 -1.926 3.956  -0.247
C6 -0.745 -1.399 2.980  -0.104
C7 -1.029 -0.466 2.058  -0.320
C8 -0.013 -0.007 1.116  0.416
H1 -0.136 2.107 -1.080  0.166
H2 1.252 0.053 -0.729  0.138
H3 -2.081 -3.205 5.564  0.208
H4 -0.365 -3.268 4.902  0.197
H5 -2.701 -1.506 3.926  0.213
H6 0.256 -1.814 3.017  0.205
H7 -2.023 -0.022 1.979  0.225
H8 0.985 -0.496 1.234  0.117
O1 -0.502 2.942 -2.815  -0.447
O2 1.066 0.923 -3.911  -0.403
O3 2.141 -0.960 -2.165  -0.449
O4 -0.201 0.837 0.263  -0.583

Entry 3:
One molecule with the formula C8H8S, computed with ωB97M-V with the def2-TZVPD basis set.

Values from the calculation:
Max |F|: 3.34 eV/A
ΔE to the lowest compared entry with this formula, charge and spin: 5.143 eV
Lowest unoccupied orbital energy (alpha / beta): -1.351 / -1.039 eV

Last column: natural (NBO) charge in e.
Atoms and positions in Å:
C1 0.894 1.469 -0.090  -0.329
C2 -0.600 -0.318 0.445  0.095
C3 -0.438 0.950 -0.011  -0.078
C4 2.908 -0.742 -0.469  -0.291
C5 1.755 -1.451 -0.337  -0.249
C6 0.522 -1.330 0.603  -0.313
C7 -0.934 -1.722 0.334  -0.428
C8 -1.607 1.860 -0.259  -0.636
S1 2.586 0.979 -0.080  0.460
H1 0.871 2.423 -0.456  0.196
H2 1.552 -2.414 -1.004  0.211
H3 0.876 -1.412 1.638  0.223
H4 -1.461 -2.331 1.084  0.238
H5 -1.021 -2.216 -0.628  0.227
H6 -2.434 1.316 0.178  0.223
H7 -1.511 2.815 0.286  0.222
H8 -1.960 2.126 -1.234  0.229

Entry 4:
A 2-piece molecular cluster, C8H8S2 overall, computed with ωB97M-V with the def2-TZVPD basis set.

Values from the calculation:
Max |F|: 3.81 eV/A
ΔE to the lowest compared entry with this formula, charge and spin: 3.188 eV
Lowest unoccupied orbital energy (alpha / beta): -0.225 / -0.457 eV

Last column: natural (NBO) charge in e.
Atoms and positions in Å:
C1 2.268 -0.595 0.384  -0.260
C2 1.169 -0.038 0.967  -0.233
C3 2.662 0.175 -0.766  -0.434
C4 0.770 1.222 0.405  -0.274
C5 -1.357 2.674 0.747  -0.452
C6 -0.472 1.802 0.578  0.091
C7 -2.028 0.064 -0.754  -0.112
C8 -1.355 -1.253 -1.156  -0.736
S1 -3.484 0.495 -0.322  0.108
S2 1.762 1.551 -1.096  0.441
H1 2.602 -1.599 0.485  0.227
H2 0.619 -0.362 1.876  0.234
H3 3.304 -0.292 -1.453  0.227
H4 -2.431 2.512 0.607  0.234
H5 -1.003 3.666 1.062  0.217
H6 -0.910 -1.179 -2.119  0.242
H7 -0.550 -1.498 -0.449  0.254
H8 -2.186 -1.980 -1.236  0.224